Entry 1:
{
  "formula": "C3H4N2O2",
  "method": "ωB97M-V/def2-TZVPD",
  "homo_ev": -8.71,
  "gap_ev": 9.306,
  "lumo_energy_ev": 0.59,
  "e_above_lowest_ev": 7.246,
  "species": ["N", "C", "C", "O", "C", "O", "N", "H", "H", "H", "H"],
  "positions_angstrom": [[0.853818, 0.034837, 1.632836], [0.042680, 0.184993, 0.552678], [-1.008101, -0.641144, 0.139344], [-1.746309, 0.222554, -0.921219], [-0.493475, 0.148730, -1.303335], [-0.090233, -0.856421, -2.024692], [0.407764, 1.021621, -0.524210], [1.842797, 0.200827, 1.488708], [0.631923, -0.730756, 2.259873], [-0.504032, -1.496853, -1.035037], [0.139145, 2.003357, -0.459409]],
  "forces_ev_per_a": [[0.0, -0.2, -0.2], [0.0, -0.2, 0.2], [0.0, 0.2, 0.6], [0.3, 0.1, -0.1], [0.0, -0.1, 0.0], [-0.1, -0.1, 0.4], [-0.2, 0.1, 0.0], [-0.2, 0.0, 0.0], [0.0, 0.2, -0.2], [0.2, 0.2, -0.7], [0.0, -0.2, -0.1]]
}


Entry 2:
{
  "formula": "C12H8N2O4RuSe",
  "method": "ωB97M-V/def2-TZVPD",
  "homo_ev": [-19.00, -19.72],
  "gap_ev": [7.388, 4.568],
  "charge": 3,
  "spin_multiplicity": 6,
  "lumo_energy_ev": [-11.61, -15.15],
  "species": ["O", "C", "Ru", "O", "C", "C", "O", "C", "O", "C", "N", "C", "Se", "N", "C", "C", "C", "C", "C", "C", "H", "H", "H", "H", "H", "H", "H", "H"],
  "positions_angstrom": [[0.326887, -2.594931, -2.704873], [0.573437, -1.456989, -2.756068], [1.110889, 0.313696, -3.011065], [-4.317944, -0.054624, -5.837211], [-3.225155, -0.042229, -5.476071], [1.518158, 0.265246, -4.854663], [1.577777, 0.247187, -6.031478], [0.309472, 2.005605, -3.021154], [-0.064714, 3.085142, -3.158491], [2.308090, -1.338051, 1.349129], [1.168896, -0.454450, 1.142062], [0.948002, 0.315245, 0.056439], [2.523032, 0.484279, -1.085886], [-0.234280, 0.972822, 0.256226], [-0.794543, 0.613506, 1.495144], [-1.899752, 1.062479, 2.202424], [-2.039449, 0.560810, 3.503865], [-1.099534, -0.330647, 4.063341], [0.012521, -0.774257, 3.349297], [0.111983, -0.289154, 2.049833], [2.949335, -0.960216, 2.151086], [2.900218, -1.406055, 0.418668], [1.933649, -2.324296, 1.632007], [-0.686077, 1.572236, -0.448420], [-2.588728, 1.774466, 1.748778], [-2.882793, 0.877332, 4.115576], [-1.218684, -0.687429, 5.084955], [0.779316, -1.436716, 3.766537]],
  "forces_ev_per_a": [[1.0, 4.4, -0.2], [-2.6, -7.8, 0.8], [1.6, 0.1, 0.6], [3.5, 0.0, 1.1], [-3.4, 0.0, -1.1], [1.4, -0.1, -9.3], [-0.3, 0.1, 6.3], [-3.0, 5.9, -0.2], [1.0, -2.8, 0.3], [0.6, -0.5, 0.1], [-1.4, 0.4, 0.5], [0.2, 0.1, 1.5], [-0.2, 0.7, 0.4], [-0.1, -0.2, -0.3], [2.5, -0.8, -1.4], [-0.6, 0.6, -0.5], [0.5, -1.1, 1.7], [-1.6, 0.8, 0.5], [0.4, -0.5, 0.2], [0.9, 0.6, -2.0], [-0.1, 0.1, -0.1], [-0.4, -0.2, 0.7], [0.1, 0.0, -0.2], [0.3, -0.2, 0.5], [-0.1, -0.1, 0.3], [0.1, 0.0, -0.2], [-0.2, 0.2, -0.2], [-0.4, 0.2, 0.0]]
}


Entry 3:
{
  "formula": "CN3O5S",
  "method": "ωB97M-V/def2-TZVPD",
  "homo_ev": -5.65,
  "gap_ev": 9.212,
  "charge": -1,
  "lumo_energy_ev": 3.57,
  "e_above_lowest_ev": 4.474,
  "species": ["C", "N", "N", "N", "O", "O", "O", "O", "O", "S"],
  "positions_angstrom": [[2.409931, 0.591792, 0.011025], [3.181446, 1.426586, 0.020248], [-1.149137, -0.468345, -0.137764], [-2.295927, 0.090377, -0.016586], [-2.483673, 1.294228, 0.022815], [-3.271572, -0.707234, 0.024861], [1.138465, -1.342325, -1.248952], [1.284302, -1.302620, 1.277691], [-0.041859, 0.493663, 0.014427], [1.044220, -0.645621, 0.019172]],
  "forces_ev_per_a": [[-2.0, -1.5, -0.2], [1.2, 1.0, 0.0], [0.0, -1.7, 0.0], [-2.0, -0.1, 0.2], [0.6, 1.4, 0.1], [0.8, -0.1, -0.2], [-0.1, 0.8, 1.9], [-0.9, 0.3, -1.1], [0.0, -0.2, 0.0], [2.4, 0.3, -0.8]]
}


Entry 4:
{
  "formula": "C4H8N2",
  "method": "ωB97M-V/def2-TZVPD",
  "homo_ev": -8.17,
  "gap_ev": 9.061,
  "lumo_energy_ev": 0.89,
  "e_above_lowest_ev": 2.752,
  "species": ["C", "N", "C", "C", "C", "N", "H", "H", "H", "H", "H", "H", "H", "H"],
  "positions_angstrom": [[0.846665, -1.582332, 0.798974], [0.535434, -1.887248, -0.521463], [0.005192, -1.019098, -1.316560], [-0.120033, 0.385592, -1.033907], [-0.569967, 0.826433, 0.201497], [-0.634954, 2.166287, 0.572766], [0.518037, -0.308241, 0.985515], [0.244278, -2.132746, 1.519300], [1.913435, -1.613546, 1.027140], [-0.329263, -1.395500, -2.278140], [0.617329, 1.023706, -1.516087], [-1.304003, 0.224942, 0.739916], [-1.533477, 2.501557, 0.884049], [-0.188673, 2.810192, -0.062999]],
  "forces_ev_per_a": [[-0.4, 4.4, 1.5], [-0.9, -0.3, -1.6], [0.6, -1.4, 0.7], [0.1, 1.2, 2.3], [-2.0, 0.6, -2.7], [0.7, -0.1, 0.2], [1.5, -3.7, 0.3], [0.1, -0.1, -0.1], [-0.1, -0.5, -0.1], [0.3, 0.0, -0.2], [-0.4, 0.2, -0.5], [0.4, 0.0, 0.0], [0.1, -0.2, 0.1], [0.0, 0.0, 0.0]]
}


Entry 5:
{
  "formula": "C23H17F3NO4PtS2",
  "method": "ωB97M-V/def2-TZVPD",
  "homo_ev": -5.23,
  "gap_ev": 7.672,
  "charge": -1,
  "lumo_energy_ev": 2.44,
  "e_above_lowest_ev": 0.000,
  "species": ["Pt", "N", "C", "C", "C", "C", "C", "C", "C", "C", "C", "C", "C", "C", "H", "H", "H", "H", "H", "H", "H", "H", "H", "H", "C", "C", "O", "S", "C", "C", "C", "C", "C", "C", "C", "C", "H", "H", "H", "H", "H", "H", "H", "F", "C", "F", "F", "S", "O", "O", "O"],
  "positions_angstrom": [[0.078165, -0.259024, 0.603392], [1.896522, 0.365716, 1.509841], [2.650812, 1.201596, 0.624807], [3.950226, 0.856708, 0.293173], [4.678677, 1.646867, -0.583848], [4.097953, 2.785342, -1.118256], [2.789409, 3.111037, -0.792585], [2.031585, 2.326898, 0.074860], [0.608993, 2.655253, 0.358673], [0.269205, 4.005493, 0.491849], [-1.039579, 4.404494, 0.690101], [-2.033582, 3.437608, 0.742363], [-1.708934, 2.095679, 0.624196], [-0.388178, 1.657866, 0.451499], [2.426760, -0.447011, 1.807761], [1.584552, 0.854210, 2.344973], [4.387995, -0.037988, 0.721312], [5.689914, 1.367293, -0.849434], [4.654044, 3.411056, -1.804702], [2.323811, 3.974544, -1.250250], [1.055255, 4.751226, 0.456243], [-1.278922, 5.454301, 0.806446], [-3.068083, 3.726992, 0.887217], [-2.495486, 1.355201, 0.661976], [-6.345984, -5.778796, -2.935427], [-7.070187, -4.769600, -3.785622], [-7.189381, -4.849626, -4.974451], [-7.816457, -3.370149, -2.866253], [-6.303810, -2.700265, -2.206663], [-6.074540, -2.700558, -0.833285], [-4.887094, -2.207332, -0.324543], [-3.888969, -1.710541, -1.175666], [-4.139486, -1.711829, -2.555369], [-5.331646, -2.193706, -3.064253], [-2.655891, -1.235091, -0.648253], [-1.601971, -0.836422, -0.192883], [-5.915165, -6.550963, -3.568608], [-7.047784, -6.211516, -2.222565], [-5.564342, -5.283955, -2.359764], [-6.829282, -3.099456, -0.167327], [-4.700735, -2.219946, 0.740849], [-3.380897, -1.324014, -3.221914], [-5.511916, -2.186635, -4.132359], [2.400809, -4.193095, 3.907083], [2.318314, -3.543362, 2.740804], [2.605953, -4.409438, 1.766911], [3.288289, -2.598493, 2.735453], [0.659748, -2.758361, 2.517413], [-0.270644, -3.821511, 2.745578], [0.690380, -1.666677, 3.461244], [0.798410, -2.334588, 1.111997]],
  "forces_ev_per_a": [[0.0, -0.2, 0.1], [-0.1, 0.0, 0.0], [0.0, 0.1, 0.0], [0.0, 0.0, 0.0], [0.0, 0.0, 0.0], [0.0, 0.0, 0.0], [0.0, 0.0, 0.0], [0.0, -0.1, -0.1], [0.0, 0.0, 0.0], [0.0, 0.0, 0.0], [0.0, 0.0, 0.0], [0.0, 0.0, 0.0], [0.0, 0.0, 0.0], [0.0, 0.0, 0.0], [0.0, 0.0, 0.0], [0.1, 0.0, 0.0], [0.0, 0.0, 0.0], [0.0, 0.0, 0.0], [0.0, 0.0, 0.0], [0.0, 0.0, 0.0], [0.0, 0.0, 0.0], [0.0, 0.0, 0.0], [0.0, 0.0, 0.0], [0.0, 0.0, 0.0], [0.1, 0.1, 0.0], [0.1, 0.1, 0.1], [-0.2, -0.1, 0.1], [0.0, 0.1, -0.2], [0.0, -0.1, 0.2], [0.0, 0.0, 0.0], [0.1, 0.0, 0.0], [-0.1, -0.1, 0.0], [0.0, 0.0, 0.0], [0.0, 0.0, 0.0], [0.1, 0.1, 0.0], [0.0, 0.0, -0.1], [0.0, 0.0, 0.0], [0.0, 0.0, 0.0], [0.0, 0.0, 0.0], [0.0, 0.0, 0.0], [0.0, 0.0, 0.0], [0.0, 0.0, 0.0], [0.0, 0.0, 0.0], [0.0, 0.0, 0.0], [0.0, 0.0, 0.1], [0.0, -0.1, 0.0], [0.0, 0.0, 0.0], [0.3, -0.1, 0.1], [-0.1, 0.0, 0.0], [0.0, 0.0, 0.0], [-0.2, 0.3, -0.2]]
}


Entry 6:
{
  "formula": "C4H7O4",
  "method": "ωB97M-V/def2-TZVPD",
  "homo_ev": -4.86,
  "gap_ev": 8.615,
  "charge": -1,
  "lumo_energy_ev": 3.75,
  "e_above_lowest_ev": 0.638,
  "species": ["O", "C", "O", "C", "C", "C", "O", "H", "H", "H", "H", "H", "H", "H", "O"],
  "positions_angstrom": [[-0.119155, -2.130832, 0.749070], [-0.355276, -1.297607, -0.141409], [-0.946747, -1.453826, -1.235997], [0.115671, 0.192114, 0.110250], [0.777669, 0.430453, 1.476175], [2.071821, 1.137572, 1.361879], [2.175790, 2.341461, 1.386315], [-0.770545, 0.802268, -0.049430], [0.783339, 0.416592, -0.734810], [0.114179, 1.005176, 2.134639], [0.764055, -0.539318, 1.977298], [2.998388, 0.549844, 1.192400], [-3.071229, -1.039660, -2.767210], [-1.950783, -0.141132, -2.365797], [-2.587176, -0.273105, -3.093373]],
  "forces_ev_per_a": [[0.0, 0.0, 0.0], [0.0, 0.4, 0.3], [0.0, 0.1, 0.1], [0.1, -0.7, -0.6], [-1.3, -0.2, 0.6], [0.2, 0.1, -0.1], [0.1, 0.3, 0.1], [0.0, 0.2, 0.1], [0.0, 0.0, 0.2], [0.1, 0.4, -0.3], [0.8, -0.3, -0.3], [-0.2, -0.2, 0.0], [0.2, 0.0, -0.1], [0.2, -0.5, -0.2], [-0.3, 0.4, 0.1]]
}


Entry 7:
{
  "formula": "C48H33ClGeI2N4O2W",
  "method": "ωB97M-V/def2-TZVPD",
  "homo_ev": -12.85,
  "gap_ev": 6.001,
  "charge": 2,
  "lumo_energy_ev": -6.85,
  "e_above_lowest_ev": 0.000,
  "species": ["W", "Cl", "C", "C", "C", "C", "O", "C", "C", "N", "C", "C", "C", "C", "C", "C", "C", "C", "N", "C", "C", "H", "H", "H", "H", "H", "H", "H", "H", "H", "H", "I", "C", "C", "C", "I", "C", "C", "C", "C", "N", "C", "C", "O", "H", "H", "H", "H", "C", "C", "C", "C", "N", "C", "C", "C", "C", "C", "C", "C", "H", "H", "H", "H", "H", "H", "H", "H", "Ge", "C", "C", "C", "C", "C", "C", "C", "C", "C", "C", "C", "C", "H", "H", "H", "H", "H", "H", "H", "H", "H", "H", "H"],
  "positions_angstrom": [[-0.451805, 0.540026, 0.401095], [-3.264590, -6.009331, -1.829505], [-2.776093, -4.502346, -1.159443], [-3.098691, -4.200064, 0.165519], [-2.716768, -2.997953, 0.734516], [-1.987560, -2.104781, -0.040008], [-1.589733, -0.939355, 0.505926], [-1.659641, -2.394430, -1.361541], [-0.915784, -1.444755, -2.140260], [-0.465907, -0.304101, -1.716217], [0.152699, 0.516262, -2.697285], [-0.089102, 0.490069, -4.047013], [0.678947, 1.306723, -4.905959], [1.648001, 2.131049, -4.409894], [1.873793, 2.213159, -3.014661], [2.824387, 3.069465, -2.420005], [2.919961, 3.109849, -1.059863], [2.060602, 2.319052, -0.280265], [1.189306, 1.459616, -0.798805], [1.096749, 1.409707, -2.163738], [-2.066218, -3.605397, -1.932372], [-3.655071, -4.922816, 0.746244], [-2.960781, -2.756260, 1.759419], [-0.744206, -1.725960, -3.175246], [-0.855063, -0.138522, -4.479432], [0.488073, 1.266095, -5.968657], [2.240220, 2.747354, -5.072804], [3.450355, 3.692841, -3.045149], [3.617816, 3.760860, -0.554987], [2.070328, 2.430866, 0.790369], [-1.809230, -3.846584, -2.954649], [-0.035697, 5.031752, 2.884133], [-1.412441, 4.473438, 1.463836], [-2.498897, 5.335810, 1.145277], [-3.442691, 5.014675, 0.207956], [-4.988415, 6.339894, -0.177855], [-3.359681, 3.765682, -0.481499], [-4.261314, 3.281210, -1.448093], [-4.070950, 2.039018, -1.999850], [-2.977399, 1.260703, -1.597430], [-2.104696, 1.681321, -0.694712], [-2.287708, 2.920505, -0.152095], [-1.320909, 3.281803, 0.808137], [-0.310495, 2.411173, 0.935354], [-2.567500, 6.278761, 1.670144], [-5.104511, 3.891815, -1.743708], [-4.753781, 1.643177, -2.737079], [-2.836784, 0.271163, -2.004105], [-4.415456, 0.352791, 2.723366], [-3.996690, -0.254253, 3.899869], [-2.647196, -0.332165, 4.165988], [-1.741416, 0.201386, 3.252434], [-2.141940, 0.758549, 2.095885], [-3.462327, 0.820974, 1.846902], [-0.295465, 0.246616, 3.462584], [0.210984, 0.345559, 4.752236], [1.550906, 0.622349, 4.964773], [2.373679, 0.803462, 3.869956], [1.872066, 0.656692, 2.580922], [0.527424, 0.366979, 2.322003], [-5.462789, 0.453678, 2.480274], [-4.717754, -0.660848, 4.596015], [-2.283997, -0.805725, 5.065888], [-3.770457, 1.266531, 0.915106], [-0.456073, 0.263222, 5.600535], [1.937381, 0.715496, 5.969886], [3.422853, 1.031215, 4.005376], [2.588374, 0.738137, 1.780752], [1.381874, -1.522729, 0.451068], [3.234107, -1.361344, 0.998031], [3.644642, -1.910744, 2.212138], [4.981879, -1.882707, 2.579427], [5.919115, -1.288639, 1.747003], [5.522508, -0.739232, 0.535287], [4.187820, -0.785657, 0.160154], [1.528270, -2.521155, -1.237371], [1.148680, -3.864936, -1.203947], [1.320085, -4.696966, -2.302308], [1.878327, -4.195755, -3.466936], [2.283054, -2.866101, -3.517502], [2.115209, -2.047997, -2.413588], [0.601315, -2.425170, 1.418977], [2.922171, -2.363963, 2.881027], [5.293029, -2.324679, 3.516599], [6.961108, -1.264050, 2.036052], [6.255627, -0.291133, -0.121905], [3.904785, -0.376792, -0.804160], [0.700654, -4.278840, -0.305627], [1.021387, -5.735186, -2.246962], [2.016883, -4.840357, -4.324479], [2.747646, -2.475610, -4.413255], [2.466594, -1.023128, -2.482191]],
  "forces_ev_per_a": [[-1.4, 0.1, 0.1], [0.0, 0.0, 0.0], [0.1, 0.1, -0.1], [0.0, 0.0, 0.1], [0.1, -0.1, -0.2], [0.0, -0.1, 0.1], [0.1, -0.3, -0.1], [0.0, 0.2, 0.0], [0.0, 0.0, 0.3], [0.0, -0.3, -0.2], [0.0, 0.0, 0.1], [0.2, 0.2, 0.0], [-0.1, -0.1, 0.1], [0.0, 0.0, 0.0], [-0.1, -0.1, 0.0], [0.0, 0.0, 0.0], [-0.1, -0.1, 0.1], [-0.1, -0.1, -0.2], [0.4, 0.5, -0.1], [0.0, -0.1, 0.0], [-0.1, 0.0, 0.2], [0.0, 0.0, 0.0], [0.0, 0.0, 0.0], [0.1, 0.1, 0.0], [0.0, 0.0, 0.0], [0.0, 0.0, 0.0], [0.0, 0.0, 0.0], [0.0, 0.0, 0.0], [0.0, 0.0, 0.0], [0.0, -0.1, 0.1], [0.0, 0.0, 0.0], [0.2, 0.0, 0.1], [-0.5, 0.2, -0.2], [0.1, 0.0, 0.0], [0.2, -0.2, 0.0], [-0.1, 0.1, 0.0], [0.0, 0.1, 0.1], [-0.1, 0.0, 0.0], [0.1, -0.1, 0.0], [-0.1, 0.2, 0.1], [0.0, 0.2, -0.4], [0.0, 0.0, 0.0], [0.4, -0.2, -0.2], [0.0, 0.3, 0.3], [0.0, 0.0, 0.0], [0.0, 0.0, 0.0], [0.0, 0.0, 0.0], [0.0, -0.1, 0.0], [0.0, 0.1, -0.1], [-0.1, 0.0, 0.1], [0.1, 0.1, 0.0], [0.0, 0.1, 0.0], [-0.1, -0.4, 0.1], [0.1, 0.1, 0.1], [0.0, 0.0, -0.1], [0.0, 0.0, 0.0], [0.0, 0.0, 0.0], [0.0, 0.0, -0.1], [-0.1, 0.0, 0.1], [0.5, -0.1, 0.4], [0.0, 0.0, 0.0], [0.0, 0.0, 0.0], [0.0, 0.0, 0.0], [0.0, 0.0, 0.0], [0.0, 0.0, 0.0], [0.0, 0.0, 0.0], [0.0, 0.0, 0.0], [0.0, 0.1, 0.0], [0.3, -0.3, -0.2], [0.1, 0.0, 0.0], [0.0, 0.0, 0.0], [0.0, 0.0, 0.0], [0.0, 0.0, 0.0], [0.0, 0.0, 0.0], [0.0, 0.0, 0.0], [-0.1, -0.3, 0.0], [-0.1, 0.0, 0.1], [0.0, 0.0, 0.0], [0.0, 0.0, 0.0], [0.0, -0.1, -0.1], [0.1, 0.3, 0.1], [0.1, -0.1, 0.0], [0.0, 0.0, 0.0], [0.0, 0.0, 0.0], [0.0, 0.0, 0.0], [0.0, 0.0, 0.0], [0.0, 0.0, 0.0], [0.0, 0.0, 0.0], [0.0, 0.0, 0.0], [0.0, 0.0, 0.0], [0.0, 0.0, 0.0], [0.0, 0.0, 0.0]]
}


| no. | DFT total energy (eV) |
| --- | --- |
| 1 | -10245.0192 |
| 2 | -91636.5970 |
| 3 | -26575.1797 |
| 4 | -7255.1229 |
| 5 | -66879.1141 |
| 6 | -12453.2010 |
| 7 | -147421.3861 |